No. 1
Computed, not measured: a molecular structure, C10H19O6PtS, with wB97M-V/def2-TZVPD.

Values from the calculation:
Charge: +1
Highest occupied orbital energy (spin up / spin down) (Eh): -0.467 / -0.467
Frontier orbital gap (spin up / spin down) (eV): 7.79 / 7.79

Last column: natural (NBO) charge in e.
Atoms and positions in Å:
Pt: -0.376 0.906 -1.212  0.93
O: 2.437 -0.206 -3.978  -0.60
C: 1.424 -0.261 -3.162  0.83
O: 1.381 0.493 -2.179  -0.62
C: 0.453 -1.377 -3.512  -0.19
O: -0.775 -1.267 -2.864  -0.53
C: -1.785 -0.588 -3.625  -0.19
C: -1.396 0.848 -3.970  0.72
O: -1.487 1.269 -5.091  -0.54
O: -0.931 1.609 -2.980  -0.76
H: 3.056 0.495 -3.709  0.52
H: 0.936 -2.296 -3.166  0.25
H: 0.371 -1.426 -4.601  0.24
H: -2.673 -0.616 -2.995  0.23
H: -1.977 -1.123 -4.556  0.22
C: 1.890 2.765 3.160  -0.60
C: 1.548 1.695 2.128  -0.41
C: 0.051 1.405 2.142  -0.60
S: -0.429 0.250 0.868  1.36
O: -1.904 0.339 0.640  -0.88
C: 0.117 -1.362 1.452  -0.60
C: -1.045 -2.184 2.010  -0.41
C: -1.621 -1.626 3.304  -0.62
H: 2.960 2.963 3.162  0.24
H: 1.606 2.450 4.165  0.22
H: 1.375 3.700 2.940  0.22
H: 2.113 0.784 2.341  0.21
H: 1.842 2.028 1.129  0.22
H: -0.544 2.293 1.922  0.27
H: -0.289 0.980 3.089  0.26
H: 0.877 -1.161 2.209  0.25
H: 0.590 -1.838 0.595  0.26
H: -0.647 -3.187 2.176  0.24
H: -1.820 -2.276 1.249  0.24
H: -0.845 -1.505 4.063  0.21
H: -2.368 -2.307 3.708  0.24
H: -2.115 -0.666 3.147  0.21


No. 2
Computed, not measured: a single C15H15N5O2S molecule at a distorted geometry, with wB97M-V/def2-TZVPD.

Values from the calculation:
SMILES: C=CCn1c(=O)c2ccccc2n2c(S[C@H](C)C(N)=O)nnc12
Highest occupied orbital energy (Eh): -0.302
Frontier orbital gap (eV): 8.45
Relative energy (zero: lowest compared OMol25 entry of this formula, charge and spin) (kcal per mole): 7.4

Last column: natural (NBO) charge in e.
Atoms and positions in Å:
C: -2.948 -2.392 -1.960  -0.39
C: -3.251 -2.896 -0.780  -0.17
C: -3.104 -2.199 0.540  -0.27
N: -2.449 -0.910 0.435  -0.42
C: -1.091 -0.898 0.379  0.50
N: -0.290 -1.917 0.493  -0.32
N: 0.970 -1.447 0.397  -0.32
C: 0.927 -0.156 0.225  0.16
N: -0.385 0.276 0.206  -0.40
C: -1.026 1.497 0.072  0.26
C: -0.347 2.696 -0.121  -0.25
C: -1.061 3.872 -0.242  -0.16
C: -2.448 3.872 -0.172  -0.23
C: -3.124 2.685 0.017  -0.13
C: -2.427 1.484 0.142  -0.21
C: -3.200 0.242 0.331  0.68
O: -4.412 0.209 0.400  -0.59
H: -4.201 2.647 0.074  0.24
H: -2.994 4.797 -0.267  0.22
H: -0.527 4.798 -0.391  0.22
H: 0.730 2.702 -0.177  0.23
S: 2.320 0.862 0.038  0.30
C: 3.598 -0.443 0.169  -0.42
C: 3.808 -0.852 1.619  -0.62
H: 4.607 -1.588 1.692  0.21
H: 4.075 0.015 2.221  0.22
H: 2.893 -1.294 2.005  0.24
H: 3.240 -1.289 -0.421  0.26
C: 4.854 0.176 -0.426  0.67
O: 4.980 1.366 -0.594  -0.60
N: 5.817 -0.722 -0.726  -0.82
H: 6.684 -0.391 -1.115  0.41
H: 5.683 -1.711 -0.614  0.40
H: -2.515 -2.823 1.218  0.24
H: -4.095 -2.019 0.970  0.25
H: -3.653 -3.896 -0.694  0.21
H: -3.088 -2.955 -2.865  0.21
H: -2.552 -1.397 -2.081  0.19


No. 3
Computed, not measured: a single C2H7N3S molecule at a distorted geometry, with wB97M-V/def2-TZVPD.

Values from the calculation:
SMILES: [H]/N=C(/NN)SC
Highest occupied orbital energy (Eh): -0.330
Frontier orbital gap (eV): 9.75
Relative energy (zero: lowest compared OMol25 entry of this formula, charge and spin) (kcal per mole): 23.4

Last column: natural (NBO) charge in e.
Atoms and positions in Å:
C: 2.333 0.442 0.327  -0.79
C: -0.249 -0.257 -0.139  0.28
H: 2.714 0.062 -0.615  0.23
H: 2.287 -0.310 1.132  0.23
H: 3.035 1.206 0.648  0.25
H: 1.192 -1.403 -0.309  0.34
H: -1.878 0.879 0.476  0.40
H: -2.077 -1.925 0.255  0.37
H: -2.721 -1.141 -1.055  0.35
N: 0.138 -1.397 -0.484  -0.76
N: -1.564 -0.027 0.138  -0.47
N: -2.506 -1.055 -0.053  -0.64
S: 0.779 1.180 0.071  0.22


No. 4
Computed, not measured: a single C4H7OP molecule at a distorted geometry, with wB97M-V/def2-TZVPD.

Values from the calculation:
Highest occupied orbital energy (spin up / spin down) (Eh): -0.304 / -0.304
Frontier orbital gap (spin up / spin down) (eV): 7.37 / 7.37
Relative energy (zero: lowest compared OMol25 entry of this formula, charge and spin) (kcal per mole): 82.0

Last column: natural (NBO) charge in e.
Atoms and positions in Å:
C: 1.471 0.310 -0.656  -0.38
C: 1.103 0.801 0.680  -0.33
C: 0.522 -0.614 0.179  -0.33
C: -0.904 -0.657 0.106  -0.34
O: -3.634 -0.132 0.059  -1.07
P: -2.240 0.512 -0.145  1.10
H: 1.115 0.857 -1.512  0.24
H: 2.368 -0.311 -0.820  0.24
H: 1.757 0.451 1.446  0.22
H: 0.420 1.619 0.828  0.24
H: 1.067 -1.418 0.676  0.23
H: -1.254 -1.655 0.583  0.24
H: -1.792 0.236 -1.422  -0.05


No. 5
Computed, not measured: a molecular structure, C55H66Cl4F6O6 at a distorted geometry, with wB97M-V/def2-TZVPD.

Values from the calculation:
Highest occupied orbital energy (Eh): -0.341
Frontier orbital gap (eV): 9.25

Last column: Mulliken charge in e.
Atoms and positions in Å:
C: 1.838 -7.471 3.178  0.35
Cl: 1.358 -5.825 2.779  -0.05
Cl: 0.549 -8.659 2.947  -0.10
Cl: 3.455 -7.847 2.522  -0.09
Cl: 1.928 -7.439 4.915  -0.12
C: 3.592 -3.364 -1.608  -0.98
C: 4.800 -4.262 -1.420  0.81
O: 5.765 -3.855 -0.797  -0.57
C: 4.845 -5.589 -2.193  -1.03
H: 2.722 -3.812 -1.129  0.27
H: 3.389 -3.077 -2.640  0.35
H: 3.849 -2.433 -1.102  0.26
H: 4.458 -5.388 -3.191  0.30
H: 4.290 -6.302 -1.583  0.28
H: 5.826 -6.064 -2.233  0.32
C: 0.610 -0.527 1.142  -0.87
C: -0.456 -0.230 0.041  0.90
O: -1.085 0.821 -0.118  -0.60
C: -0.761 -1.382 -0.881  -1.11
H: 0.676 -1.608 1.271  0.25
H: 0.425 -0.069 2.114  0.28
H: 1.498 -0.053 0.725  0.22
H: -0.656 -2.386 -0.471  0.33
H: -0.196 -1.464 -1.809  0.27
H: -1.788 -1.265 -1.228  0.33
C: -1.099 -8.758 -2.866  -0.97
C: -0.942 -7.573 -1.916  0.77
O: 0.192 -7.113 -1.644  -0.57
C: -2.172 -6.921 -1.406  -1.05
H: -0.367 -8.668 -3.668  0.31
H: -2.126 -8.748 -3.229  0.32
H: -0.919 -9.660 -2.281  0.28
H: -2.026 -6.269 -0.545  0.30
H: -2.911 -7.641 -1.055  0.36
H: -2.709 -6.335 -2.152  0.25
C: 8.115 -0.092 0.939  -1.09
C: 7.437 0.681 2.031  0.79
O: 6.205 0.893 2.031  -0.60
C: 8.321 1.174 3.178  -0.98
H: 8.407 -1.085 1.282  0.30
H: 9.023 0.427 0.633  0.35
H: 7.428 -0.250 0.108  0.31
H: 9.360 0.856 3.090  0.33
H: 7.904 0.868 4.137  0.29
H: 8.386 2.262 3.158  0.30
C: 4.015 1.602 -4.054  -0.97
C: 2.783 2.009 -3.265  0.78
O: 1.662 1.643 -3.625  -0.59
C: 3.016 2.720 -1.966  -0.97
H: 4.314 0.598 -3.753  0.22
H: 4.836 2.304 -3.912  0.32
H: 3.755 1.518 -5.110  0.33
H: 3.507 3.675 -2.156  0.36
H: 3.592 2.045 -1.332  0.25
H: 2.053 2.886 -1.484  0.26
C: 3.621 3.765 7.594  -1.00
C: 4.588 3.681 6.425  0.80
O: 5.813 3.740 6.613  -0.57
C: 4.007 3.781 5.024  -1.05
H: 3.327 2.761 7.898  0.25
H: 2.729 4.366 7.413  0.31
H: 4.096 4.320 8.403  0.33
H: 3.244 3.029 4.825  0.30
H: 4.767 3.750 4.244  0.31
H: 3.510 4.734 4.840  0.33
F: -10.225 0.303 1.742  -0.30
C: -8.959 0.772 1.562  0.40
C: -8.278 1.528 2.502  -0.46
C: -6.955 1.896 2.304  -0.22
C: -6.245 1.479 1.170  -0.67
C: -6.957 0.832 0.116  -0.33
C: -8.335 0.463 0.306  -0.44
H: -8.675 1.777 3.475  0.36
H: -6.552 2.454 3.136  0.38
H: -5.210 1.777 1.093  0.47
H: -6.436 0.601 -0.802  0.42
H: -8.832 -0.175 -0.410  0.38
F: -1.644 8.991 -2.955  -0.30
C: -2.479 8.182 -2.266  0.37
C: -3.365 8.749 -1.357  -0.40
C: -4.230 7.925 -0.600  -0.31
C: -4.246 6.543 -0.795  -0.60
C: -3.259 5.982 -1.609  -0.43
C: -2.401 6.786 -2.391  -0.37
H: -3.520 9.815 -1.278  0.37
H: -4.976 8.324 0.072  0.36
H: -4.949 5.996 -0.185  0.45
H: -3.215 4.908 -1.711  0.42
H: -1.676 6.316 -3.039  0.45
F: -5.298 4.473 -7.829  -0.29
C: -5.449 3.240 -7.204  0.26
C: -6.361 2.313 -7.660  -0.34
C: -6.544 1.089 -6.981  -0.32
C: -5.756 0.766 -5.909  -0.55
C: -4.780 1.677 -5.480  -0.35
C: -4.600 2.883 -6.132  -0.41
H: -6.973 2.560 -8.515  0.38
H: -7.323 0.419 -7.315  0.37
H: -5.784 -0.246 -5.532  0.39
H: -4.084 1.419 -4.696  0.44
H: -3.842 3.569 -5.784  0.43
F: -3.390 -5.105 -5.763  -0.29
C: -2.837 -4.324 -6.654  0.41
C: -1.691 -3.677 -6.230  -0.32
C: -1.001 -2.793 -7.080  -0.42
C: -1.423 -2.600 -8.349  -0.39
C: -2.603 -3.238 -8.807  -0.47
C: -3.367 -4.058 -7.929  -0.46
H: -1.274 -3.991 -5.285  0.43
H: -0.126 -2.308 -6.672  0.38
H: -0.802 -1.994 -8.992  0.37
H: -3.040 -2.893 -9.732  0.34
H: -4.308 -4.494 -8.229  0.43
F: -2.582 4.628 8.183  -0.31
C: -2.548 4.587 6.817  0.46
C: -3.324 5.469 6.086  -0.55
C: -3.416 5.332 4.727  -0.16
C: -2.603 4.470 4.006  -0.79
C: -1.682 3.678 4.779  -0.24
C: -1.710 3.689 6.153  -0.50
H: -4.048 6.127 6.543  0.35
H: -4.156 5.892 4.176  0.37
H: -2.665 4.429 2.929  0.52
H: -0.987 2.985 4.328  0.43
H: -1.060 3.041 6.722  0.43
F: 6.268 -3.547 8.732  -0.30
C: 5.772 -3.320 7.447  0.34
C: 4.730 -2.450 7.158  -0.27
C: 4.416 -2.109 5.812  -0.53
C: 5.156 -2.727 4.791  -0.56
C: 6.092 -3.712 5.078  -0.49
C: 6.417 -3.987 6.404  -0.30
H: 4.153 -2.053 7.980  0.40
H: 3.574 -1.466 5.601  0.43
H: 5.054 -2.436 3.756  0.50
H: 6.466 -4.254 4.221  0.41
H: 7.287 -4.604 6.571  0.37


No. 6
Computed, not measured: 2 unconnected molecules or ions with the total composition C2H10N3 at a distorted geometry, with wB97M-V/def2-TZVPD.

Values from the calculation:
Charge: +1
Highest occupied orbital energy (Eh): -0.526
Frontier orbital gap (eV): 10.81
Relative energy (zero: lowest compared OMol25 entry of this formula, charge and spin) (kcal per mole): 19.1

Last column: natural (NBO) charge in e.
Atoms and positions in Å:
C: 1.107 -1.849 0.553  -0.42
N: 1.596 -0.413 0.410  -0.86
H: 1.004 -2.225 -0.460  0.21
H: 0.247 -1.861 1.216  0.20
H: 1.877 -2.446 1.034  0.21
H: 1.551 -0.038 1.354  0.37
H: 2.568 -0.523 0.137  0.39
H: -1.919 0.515 0.950  0.42
N: -0.118 1.315 -0.834  -0.71
C: -1.401 1.508 -0.800  0.41
N: -2.212 1.080 0.166  -0.73
H: 0.326 1.359 -1.738  0.43
H: 0.396 0.633 -0.197  0.44
H: -1.880 2.046 -1.603  0.22
H: -3.142 0.901 -0.188  0.43


Question: Which formula does entry 4 have?
Answer: C4H7OP


Question: What is the formula in the fourth record?
Answer: C4H7OP